1.
Entry from OMol25: a cluster of 2 separate species, C3H5NO2 in total at a distorted geometry (ωB97M-V/def2-TZVPD).

Atoms and positions in Å:
O -3.854 -0.297 -0.090
O 0.704 -1.393 0.852
N -2.201 1.157 0.650
C 0.512 -0.213 0.313
C -2.959 0.339 0.265
C 1.634 0.103 -0.650
H 1.556 -1.828 0.420
H -1.260 1.410 0.817
H 1.273 0.349 -1.631
H 2.189 0.999 -0.320
H 2.407 -0.626 -0.625

Properties
- Relative energy (zero: lowest compared OMol25 entry of this formula, charge and spin): 3.5477 eV
- Gap between HOMO and LUMO: 9.8 eV
- E: -8774.147 eV
- E_HOMO: -0.337 Ha

Here are the Löwdin charges for atoms 1 to 6, given in e: 0.137 -0.008 0.201 -0.133 -0.460 -0.112

=====

2.
Entry from OMol25: a cluster of 2 separate species, C3H5NO2 in total (ωB97M-V/def2-TZVPD).

Atoms and positions in Å:
O 1.497 0.651 0.053
O -0.605 -1.207 -1.363
N -1.371 1.100 0.997
C 0.897 0.454 1.083
C 0.338 -0.677 -1.899
C -0.575 0.123 1.118
H -0.839 -0.933 1.274
H 1.323 -1.180 -1.977
H 0.277 0.317 -2.383
H -2.345 0.799 1.030
H 1.405 0.554 2.068

Properties
- Relative energy (zero: lowest compared OMol25 entry of this formula, charge and spin): 2.8237 eV
- Gap between HOMO and LUMO: 10.6 eV
- E: -8774.871 eV
- SMILES: [H]/N=C/C=O.C=O
- E_HOMO: -0.367 Ha

Here are the Löwdin charges for atoms 1 to 6, given in e: 0.039 -0.035 0.120 -0.219 -0.159 -0.226

=====

3.
Entry from OMol25: a cluster of 2 separate species, C3H5NO2 in total at a distorted geometry (ωB97M-V/def2-TZVPD).

Atoms and positions in Å:
O 2.615 0.173 0.266
O 0.689 0.890 -0.818
N 0.564 -0.722 0.795
C 1.432 0.138 0.097
C -0.691 0.845 -0.412
C -0.816 -0.496 0.323
H -0.901 1.674 0.275
H -1.421 -0.484 1.229
H -1.362 0.917 -1.272
H -1.212 -1.304 -0.318
H 1.103 -1.632 -0.166

Properties
- Relative energy (zero: lowest compared OMol25 entry of this formula, charge and spin): 2.7183 eV
- Gap between HOMO and LUMO: 10.6 eV
- E: -8774.976 eV
- E_HOMO: -0.397 Ha

Here are the Löwdin charges for atoms 1 to 6, given in e: 0.110 -0.001 0.076 -0.625 -0.151 -0.195